{"formula": "C5H10O", "method": "ωB97M-V with the def2-TZVPD basis set", "elements": ["C", "O", "C", "C", "C", "C", "H", "H", "H", "H", "H", "H", "H", "H", "H", "H"], "xyz": [[-0.23013, 2.05324, 0.12375], [-0.67898, 0.70876, 0.02811], [-0.32413, -0.23025, 1.23183], [-0.18628, -1.53161, 0.65508], [0.78318, -1.54533, -0.51225], [0.13373, -0.48403, -1.29821], [0.85048, 2.10127, 0.32965], [-0.44291, 2.55606, -0.82347], [-0.77227, 2.56439, 0.92579], [0.60955, 0.22805, 1.59922], [-1.11460, -0.12428, 1.97923], [-1.08856, -2.12977, 0.54759], [0.75232, -2.50583, -1.03676], [1.81898, -1.30720, -0.23859], [0.66387, 0.39014, -1.67956], [-0.77425, -0.74360, -1.83139]], "multiplicity": 1, "charge": 0, "orbital_gap_ev": 7.27, "fmax_ha_per_bohr": 0.0054, "total_energy_ha": -271.56775, "de_lowest_kcal_mol": 116.0}